Formula: C12H15Cl2N3OPbSe2Te2
Source: the OMol25 dataset
Level of theory: wB97M-V/def2-TZVPD

Calculated values
Lowest unoccupied orbital energy (alpha / beta): -8.2 / -8.4 eV
Orbital gap (alpha / beta): 0.226 / 0.219 Ha
Molecular weight: 908.5 u
DFT total energy: -194764.8429 eV
Total charge: +2

Atoms and positions in Å:
1 Pb -0.536 -0.694 -1.705
2 C 1.641 2.234 -0.921
3 C 1.380 2.468 0.425
4 C 0.084 2.730 0.851
5 C -0.962 2.761 -0.064
6 C -0.700 2.552 -1.413
7 C 0.602 2.287 -1.842
8 H 2.654 2.052 -1.257
9 H 2.196 2.488 1.138
10 H -0.107 2.942 1.896
11 H -1.967 3.000 0.260
12 H -1.504 2.628 -2.136
13 H 0.801 2.181 -2.903
14 Se 1.571 -0.982 -4.039
15 Te 2.980 -2.853 -3.751
16 Te 1.648 -4.524 -2.019
17 Se -0.540 -3.673 -1.761
18 Cl -3.290 -1.987 -3.410
19 C -4.576 -1.099 -2.599
20 Cl -3.929 -0.201 -1.181
21 H -5.327 -1.783 -2.228
22 H -4.976 -0.355 -3.275
23 C 3.269 -1.174 1.525
24 N 1.837 -0.935 1.759
25 C 1.334 -0.741 3.013
26 C 0.025 -0.524 3.234
27 C -0.831 -0.497 2.091
28 N -0.328 -0.672 0.867
29 C 0.994 -0.906 0.700
30 O 1.429 -1.132 -0.464
31 N -2.134 -0.286 2.214
32 H 3.799 -0.954 2.447
33 H 3.615 -0.509 0.739
34 H 3.434 -2.209 1.235
35 H 2.060 -0.780 3.813
36 H -0.350 -0.380 4.236
37 H -2.560 -0.168 3.118
38 H -2.737 -0.304 1.407

natural (NBO) atomic charge list, values in e, 5 entries: Pb 1.3062; C -0.2237; C -0.1575; C -0.2188; C -0.2161